[1]
The ion C35H38N3 with charge +1, computed with wB97M-V/def2-TZVPD.

Energy above the lowest of the compared OMol25 structures with the same formula, charge and spin: 496.50 kJ/mol
Frontier orbital gap: 4.08 eV
Maximum force: 6.848 eV/A

Geometry as ORCA input:
```
! RIJCOSX wB97M-V def2-TZVPD def2/J DEFGRID3
* xyz 1 1
C -5.80 -0.43 0.30
C -4.46 -0.13 -0.28
C -3.95 1.16 -0.28
C -2.65 1.41 -0.68
C -2.17 2.83 -0.55
C -1.86 0.29 -1.02
N -0.49 0.49 -1.36
C 0.70 0.26 -0.51
N 1.76 0.48 -1.48
C 3.17 0.24 -1.34
C 3.60 -1.10 -1.46
C 2.66 -2.18 -1.88
C 4.92 -1.33 -1.13
C 5.79 -0.29 -0.85
C 7.20 -0.62 -0.48
C 5.35 1.03 -0.93
C 4.03 1.35 -1.21
C 3.61 2.79 -1.29
C 1.32 1.21 -2.65
C -0.19 1.17 -2.59
C -2.41 -0.98 -1.23
C -1.56 -2.07 -1.80
C -3.70 -1.18 -0.77
H -6.18 -1.40 -0.04
H -5.75 -0.47 1.39
H -6.51 0.34 0.04
H -4.57 1.96 0.09
H -1.23 3.04 -1.07
H -2.94 3.53 -0.94
H -2.02 3.10 0.52
H 3.25 -3.09 -2.01
H 1.93 -2.41 -1.09
H 2.12 -1.98 -2.81
H 5.22 -2.34 -1.09
H 7.77 0.29 -0.30
H 7.24 -1.22 0.42
H 7.70 -1.18 -1.26
H 6.04 1.83 -0.73
H 4.34 3.39 -0.73
H 3.61 3.18 -2.32
H 2.63 2.95 -0.85
H 1.70 2.24 -2.69
H 1.71 0.75 -3.57
H -0.61 0.66 -3.46
H -0.61 2.18 -2.66
H -2.21 -2.93 -1.97
H -1.08 -1.82 -2.76
H -0.77 -2.41 -1.10
H -4.05 -2.19 -0.82
C 1.92 -0.70 1.42
C 0.74 -0.76 0.41
N -0.46 -0.69 1.42
C -1.40 -1.63 1.85
C -1.58 -2.98 1.56
C -2.77 -3.61 1.92
C -3.77 -2.91 2.62
C -3.60 -1.57 2.99
C -2.38 -0.96 2.64
C -1.94 0.42 2.77
C -0.69 0.50 2.10
C 0.09 1.64 2.06
C -0.45 2.80 2.58
C -1.72 2.79 3.16
C -2.49 1.62 3.26
H 2.79 -1.37 1.33
H 0.69 0.96 0.25
H 1.83 -0.28 2.46
H 0.73 -1.73 -0.08
H -0.79 -3.51 1.05
H -2.95 -4.65 1.65
H -4.71 -3.41 2.87
H -4.38 -0.98 3.52
H 1.11 1.55 1.68
H 0.16 3.69 2.54
H -2.11 3.73 3.55
H -3.49 1.62 3.69
*
```

=====

[2]
The ion C11H22N3O with charge +1, computed with wB97M-V/def2-TZVPD.

Energy above the lowest of the compared OMol25 structures with the same formula, charge and spin: 104.25 kJ/mol
Frontier orbital gap: 10.23 eV
Structure (SMILES): CCCC[C@@]1(C2CC2)NC(=[NH2+])N(C)[C@H]1O
Maximum force: 4.714 eV/A

Geometry as ORCA input:
```
! RIJCOSX wB97M-V def2-TZVPD def2/J DEFGRID3
* xyz 1 1
C 0.00 0.36 -2.50
C -1.60 1.65 0.78
C -2.40 0.87 -0.25
C -1.28 0.18 0.55
C -0.87 -1.40 -1.41
C -0.16 -0.38 -0.26
C 1.90 0.89 3.69
C -1.20 -1.22 -3.92
C 0.89 -1.14 0.60
C 0.86 0.34 2.72
C 1.63 -0.17 1.52
N -0.61 -0.80 -2.71
N 0.41 0.51 -1.22
N 0.56 1.08 -3.51
O -0.30 -2.63 -1.29
H -0.92 2.37 0.45
H -2.14 1.91 1.66
H -3.50 0.74 0.08
H -2.07 0.79 -1.28
H -1.50 -0.58 1.37
H -1.97 -1.44 -1.09
H 2.67 0.30 3.99
H 1.41 1.30 4.55
H 2.38 1.64 3.14
H -1.70 -2.23 -3.86
H -2.27 -0.64 -4.22
H -0.51 -1.06 -4.77
H 0.54 -2.01 1.08
H 1.74 -1.54 -0.09
H 0.08 1.20 2.37
H 0.10 -0.47 3.14
H 2.09 0.71 1.00
H 2.44 -0.66 2.05
H 1.18 1.24 -1.06
H 0.12 0.99 -4.35
H 1.05 1.90 -3.34
H -0.55 -3.21 -2.11
*
```

=====

[3]
An isolated molecule of C3H6O, computed with wB97M-V/def2-TZVPD.

Energy above the lowest of the compared OMol25 structures with the same formula, charge and spin: 128.49 kJ/mol
Frontier orbital gap: 10.83 eV
Structure (SMILES): C=CCO
Maximum force: 2.707 eV/A

Geometry as ORCA input:
```
! RIJCOSX wB97M-V def2-TZVPD def2/J DEFGRID3
* xyz 0 1
C -0.18 0.38 -0.69
O -1.48 -0.17 -0.93
C 0.37 -0.28 0.53
C 1.42 -0.08 1.28
H -0.21 1.46 -0.57
H 0.37 0.14 -1.59
H -2.10 0.55 -1.11
H -0.25 -1.15 0.79
H 1.88 -0.70 2.04
H 2.12 0.73 0.99
*
```

=====

[4]
A cluster of 2 separate species, C2H6ClO in total, computed with wB97M-V/def2-TZVPD.

Energy above the lowest of the compared OMol25 structures with the same formula, charge and spin: 87.47 kJ/mol
Frontier orbital gap: 7.99 eV
Maximum force: 10.594 eV/A

Geometry as ORCA input:
```
! RIJCOSX wB97M-V def2-TZVPD def2/J DEFGRID3
* xyz -1 1
Cl 4.32 37.52 43.45
C 0.37 35.68 45.95
C 1.73 36.02 45.45
O 1.98 35.50 44.07
H 0.28 34.69 45.69
H -0.28 36.10 45.28
H 0.20 35.89 46.81
H 2.64 35.51 45.96
H 1.87 37.15 45.35
H 2.70 36.02 43.68
*
```

=====

[5]
A structure of composition C21H31CeIN4O4PS, computed with wB97M-V/def2-TZVPD.

Energy above the lowest of the compared OMol25 structures with the same formula, charge and spin: 123.68 kJ/mol
Frontier orbital gap (alpha / beta): 7.40 / 7.41 eV
⟨S²⟩: 0.75
Maximum force: 2.774 eV/A

Geometry as ORCA input:
```
! RIJCOSX wB97M-V def2-TZVPD def2/J DEFGRID3
* xyz 0 2
Ce -0.29 0.07 1.09
N 1.29 1.40 2.91
C 1.30 2.52 1.93
C -0.07 3.11 1.77
O -0.23 4.29 2.14
N -0.98 2.31 1.26
C -2.43 2.54 1.44
C -3.12 1.18 1.70
O -4.19 0.91 1.23
O -2.29 0.31 2.30
H 1.05 1.80 3.81
H 2.24 1.01 2.94
H 1.72 2.13 0.97
H 1.98 3.32 2.27
H -2.91 3.05 0.58
H -2.61 3.16 2.34
S 0.30 -4.90 0.15
C -0.49 -4.35 -1.26
C -0.91 -3.06 -1.16
C -0.61 -2.43 0.11
C 0.05 -3.35 0.91
C 0.42 -3.13 2.31
C 0.84 -4.13 3.20
C 1.00 -3.88 4.54
C 0.71 -2.61 5.02
C 0.30 -1.69 4.09
N 0.18 -1.90 2.78
H -0.63 -5.06 -2.04
H -1.37 -2.56 -2.00
H 1.01 -5.10 2.84
H 1.35 -4.73 5.16
H 0.78 -2.30 6.05
H 0.10 -0.66 4.35
N 2.55 -2.17 -0.78
C 2.94 -1.09 -0.13
O 2.15 -0.22 0.26
C 4.40 -0.94 0.04
I 4.88 -0.57 2.09
H 1.55 -2.37 -0.89
H 3.20 -2.93 -0.91
H 4.67 -0.05 -0.46
H 4.98 -1.75 -0.40
C -3.40 0.51 -1.91
C -2.36 1.61 -2.07
P -0.65 1.07 -1.92
C 0.38 2.56 -2.19
C -0.21 3.77 -2.91
C -0.36 0.11 -3.47
C -0.63 0.80 -4.79
H -4.41 0.89 -1.92
H -3.33 -0.04 -0.98
H -3.39 -0.26 -2.68
H -2.49 2.36 -1.31
H -2.53 2.07 -3.05
H 1.30 2.19 -2.70
H 0.66 2.89 -1.19
H -0.58 3.61 -3.89
H 0.56 4.51 -2.96
H -1.03 4.20 -2.30
H -0.96 -0.81 -3.35
H 0.70 -0.23 -3.45
H -1.63 1.24 -4.84
H -0.55 0.15 -5.70
H 0.10 1.60 -4.96
*
```

=====

[6]
A structure of composition C3H8NOS, computed with wB97M-V/def2-TZVPD.

Energy above the lowest of the compared OMol25 structures with the same formula, charge and spin: 389.40 kJ/mol
Frontier orbital gap (alpha / beta): 4.20 / 6.93 eV
⟨S²⟩: 2.01
Maximum force: 5.437 eV/A

Geometry as ORCA input:
```
! RIJCOSX wB97M-V def2-TZVPD def2/J DEFGRID3
* xyz 1 3
C 0.14 -0.83 -0.26
C 0.64 0.46 0.25
C -1.78 -0.98 0.02
N 2.10 0.73 0.48
O 0.48 0.22 -1.10
S -2.58 0.64 0.37
H 0.71 -1.70 -0.38
H -0.06 1.14 0.68
H -1.99 -1.73 0.78
H -1.94 -1.28 -1.04
H 2.67 0.13 -0.33
H 2.52 0.59 1.37
H 2.29 1.61 -0.02
H -3.21 0.99 -0.84
*
```

=====

Number 1: total energy -41371.130 eV. Number 2: total energy -18273.008 eV. Number 3: total energy -5254.363 eV. Number 4: total energy -16741.971 eV. Number 5: total energy -77587.050 eV. Number 6: total energy -17598.041 eV.